A 11-piece molecular cluster, C21H66N20O13 overall, computed with ωB97M-V/def2-TZVPD.

Last columns: bonded neighbours and bond lengths (Å).
Element x y z (Å)
1 C 3.797 -0.947 3.634  O2 1.191, N3 1.332, N4 1.312
2 O 4.853 -0.450 3.872  C1 1.191
3 N 2.665 -0.410 4.086  C1 1.332, H5 1.010, H6 1.010
4 N 3.596 -2.052 2.956  C1 1.312, H7 1.010, H8 1.010
5 H 2.724 0.549 4.399  N3 1.010
6 H 1.839 -0.796 3.650  N3 1.010
7 H 4.357 -2.499 2.466  N4 1.010
8 H 2.615 -2.273 2.859  N4 1.010
9 C 0.752 -4.981 -1.146  O10 1.206, N11 1.256, N12 1.291
10 O 1.305 -5.182 -2.198  C9 1.206
11 N -0.389 -4.466 -1.238  C9 1.256, H13 1.010, H14 1.010
12 N 1.352 -5.085 -0.007  C9 1.291, H15 1.010, H16 1.010
13 H -0.682 -4.221 -2.173  N11 1.010
14 H -0.875 -4.284 -0.371  N11 1.010
15 H 0.901 -4.861 0.869  N12 1.010
16 H 2.344 -5.273 0.003  N12 1.010
17 C 1.135 3.933 -3.807  O18 1.236, N19 1.280, N20 1.278
18 O 0.831 5.085 -4.135  C17 1.236
19 N 0.663 3.235 -2.845  C17 1.280, H21 1.010, H22 1.010
20 N 2.293 3.447 -4.040  C17 1.278, H23 1.010, H24 1.010
21 H 0.871 2.251 -2.743  N19 1.010
22 H -0.150 3.581 -2.356  N19 1.010
23 H 2.949 4.039 -4.529  N20 1.010
24 H 2.577 2.582 -3.603  N20 1.010
25 C -2.554 1.307 -3.981  O26 1.203, N27 1.293, N28 1.318
26 O -3.207 0.713 -4.798  C25 1.203
27 N -2.422 2.592 -3.930  C25 1.293, H29 1.010, H30 1.010
28 N -2.020 0.772 -2.901  C25 1.318, H31 1.010, H32 1.010
29 H -2.720 3.161 -4.709  N27 1.010
30 H -2.147 2.904 -3.010  N27 1.010
31 H -2.025 -0.214 -2.683  N28 1.010
32 H -1.318 1.336 -2.443  N28 1.010
33 C -0.708 -3.768 3.200  O34 1.240, N35 1.308, N36 1.291
34 O -0.033 -4.168 2.239  C33 1.240
35 N -1.241 -4.571 4.084  C33 1.308, H37 1.010, H38 1.010
36 N -0.857 -2.553 3.610  C33 1.291, H39 1.010, H40 1.010
37 H -1.370 -4.171 5.003  N35 1.010
38 H -1.341 -5.546 3.839  N35 1.010
39 H -0.483 -1.729 3.163  N36 1.010
40 H -1.504 -2.537 4.385  N36 1.010
41 C 0.083 2.577 3.520  O42 1.267, N43 1.258, N44 1.319
42 O -0.216 1.867 4.526  C41 1.267
43 N 0.278 2.147 2.354  C41 1.258, H45 1.010, H46 1.010
44 N 0.224 3.887 3.547  C41 1.319, H47 1.010, H48 1.010
45 H 0.030 1.179 2.203  N43 1.010
46 H 0.608 2.671 1.556  N43 1.010
47 H -0.144 4.244 4.417  N44 1.010
48 H 0.597 4.435 2.785  N44 1.010
49 C 1.294 -0.402 -3.438  O50 1.197, N51 1.346, N52 1.289
50 O 1.178 0.661 -2.900  C49 1.197
51 N 0.687 -1.544 -3.069  C49 1.346, H53 1.010, H54 1.010
52 N 2.013 -0.452 -4.507  C49 1.289, H55 1.010, H56 1.010
53 H 1.069 -2.442 -3.329  N51 1.010
54 H 0.019 -1.591 -2.312  N51 1.010
55 H 2.773 0.143 -4.804  N52 1.010
56 H 2.043 -1.388 -4.885  N52 1.010
57 C 0.222 -0.798 0.690  O58 1.221, N59 1.318, N60 1.303
58 O 0.873 -0.878 1.721  C57 1.221
59 N 0.312 0.255 -0.096  C57 1.318, H61 1.010, H62 1.010
60 N -0.552 -1.754 0.260  C57 1.303, H63 1.010, H64 1.010
61 H -0.153 0.314 -0.991  N59 1.010
62 H 0.744 1.120 0.198  N59 1.010
63 H -1.353 -1.635 -0.343  N60 1.010
64 H -0.468 -2.518 0.915  N60 1.010
65 C -3.171 -2.464 -2.671  O66 1.242, N67 1.318, N68 1.278
66 O -2.311 -1.841 -2.026  C65 1.242
67 N -3.812 -1.713 -3.544  C65 1.318, H69 1.010, H70 1.010
68 N -3.448 -3.712 -2.652  C65 1.278, H71 1.010, H72 1.010
69 H -3.439 -0.777 -3.610  N67 1.010
70 H -4.392 -2.168 -4.235  N67 1.010
71 H -2.934 -4.285 -1.999  N68 1.010
72 H -4.218 -4.109 -3.171  N68 1.010
73 C -7.346 -1.864 1.063  O74 1.486, H82 1.090, H83 1.090, H84 1.090
74 O -6.023 -1.326 1.474  C73 1.486, C75 1.407
75 C -5.238 -0.663 0.512  O74 1.407, C76 1.589, H85 1.090, H86 1.090
76 C -3.822 -0.314 1.143  C75 1.589, N77 1.489, H87 1.090, H88 1.090
77 N -4.095 0.682 2.217  C76 1.489, C78 1.458, H89 1.010
78 C -2.919 0.812 3.068  N77 1.458, C79 1.556, H90 1.090, H91 1.090
79 C -3.368 1.372 4.449  C78 1.556, O80 1.441, H92 1.090, H93 1.090
80 O -3.883 0.369 5.345  C79 1.441, C81 1.441
81 C -2.922 -0.323 6.167  O80 1.441, H94 1.090, H95 1.090, H96 1.090
82 H -7.825 -2.398 1.884  C73 1.090
83 H -7.169 -2.542 0.228  C73 1.090
84 H -7.833 -0.926 0.796  C73 1.090
85 H -5.705 0.273 0.207  C75 1.090
86 H -4.942 -1.169 -0.408  C75 1.090
87 H -3.198 0.243 0.444  C76 1.090
88 H -3.513 -1.293 1.510  C76 1.090
89 H -4.964 0.450 2.676  N77 1.010
90 H -2.119 1.431 2.661  C78 1.090
91 H -2.521 -0.178 3.293  C78 1.090
92 H -4.071 2.200 4.355  C79 1.090
93 H -2.554 1.919 4.923  C79 1.090
94 H -2.577 0.338 6.961  C81 1.090
95 H -2.149 -0.771 5.543  C81 1.090
96 H -3.334 -1.146 6.752  C81 1.090
97 C 3.462 3.908 2.442  O98 1.448, H106 1.090, H107 1.090, H108 1.090
98 O 3.310 3.614 1.032  C97 1.448, C99 1.410
99 C 3.868 2.399 0.585  O98 1.410, C100 1.463, H109 1.090, H110 1.090
100 C 3.504 2.302 -0.828  C99 1.463, N101 1.380, H111 1.090, H112 1.090
101 N 3.844 1.106 -1.427  C100 1.380, C102 1.461, H113 1.010
102 C 5.215 1.212 -1.919  N101 1.461, C103 1.517, H114 1.090, H115 1.090
103 C 5.344 1.746 -3.333  C102 1.517, O104 1.480, H116 1.090, H117 1.090
104 O 4.483 0.969 -4.254  C103 1.480, C105 1.468
105 C 4.641 1.331 -5.668  O104 1.468, H118 1.090, H119 1.090, H120 1.090
106 H 4.505 3.837 2.749  C97 1.090
107 H 2.926 3.194 3.068  C97 1.090
108 H 3.123 4.935 2.573  C97 1.090
109 H 3.458 1.602 1.205  C99 1.090
110 H 4.949 2.278 0.657  C99 1.090
111 H 3.871 3.063 -1.517  C100 1.090
112 H 2.416 2.254 -0.873  C100 1.090
113 H 3.283 0.929 -2.248  N101 1.010
114 H 5.647 0.212 -1.940  C102 1.090
115 H 5.956 1.691 -1.278  C102 1.090
116 H 6.383 1.586 -3.622  C103 1.090
117 H 5.109 2.806 -3.242  C103 1.090
118 H 5.632 1.068 -6.037  C105 1.090
119 H 4.533 2.386 -5.920  C105 1.090
120 H 3.818 0.914 -6.248  C105 1.090

Values from the calculation:
* structure (SMILES): COCCNCCOC.COCCNCCOC.NC(N)=O.NC(N)=O.NC(N)=O.NC(N)=O.NC(N)=O.NC(N)=O.NC(N)=O.NC(N)=O.NC(N)=O
* charge: 0
* largest force on an atom: 7.243 eV/Å
* total energy: -2913.06239 hartree
* frontier orbital gap: 0.322 Eh

Löwdin atomic charge list, values in e, 5 entries: -0.803, 0.036, 0.166, 0.176, 0.107

---

A 15-piece molecular cluster, C21H66O15 overall, computed with ωB97M-V/def2-TZVPD.

Last columns: bonded neighbours and bond lengths (Å).
Element x y z (Å)
1 C 3.925 3.676 0.608  C2 1.537, H5 1.074, H6 1.096, H7 1.094
2 C 4.015 2.595 1.696  C1 1.537, O3 1.218, C4 1.485
3 O 5.078 2.106 2.036  C2 1.218
4 C 2.767 2.217 2.408  C2 1.485, H8 1.093, H9 1.068, H10 1.124
5 H 3.412 4.537 0.993  C1 1.074
6 H 3.246 3.377 -0.200  C1 1.096
7 H 4.937 3.927 0.279  C1 1.094
8 H 2.562 1.166 2.187  C4 1.093
9 H 1.933 2.813 2.107  C4 1.068
10 H 2.886 2.359 3.517  C4 1.124
11 C 0.606 -0.405 0.690  C12 1.439, H15 1.075, H16 1.123, H17 1.081
12 C -0.672 -0.143 0.082  C11 1.439, O13 1.216, C14 1.449
13 O -1.402 -1.035 -0.303  C12 1.216
14 C -1.144 1.223 -0.005  C12 1.449, H18 1.079, H19 1.087, H20 1.084
15 H 0.534 -0.148 1.732  C11 1.075
16 H 1.296 0.335 0.204  C11 1.123
17 H 0.826 -1.459 0.598  C11 1.081
18 H -0.420 1.963 -0.309  C14 1.079
19 H -1.437 1.587 0.976  C14 1.087
20 H -2.026 1.357 -0.620  C14 1.084
21 C -1.731 -5.414 -3.567  C22 1.494, H25 1.080, H26 1.099, H27 1.120
22 C -2.097 -4.116 -2.921  C21 1.494, O23 1.226, C24 1.512
23 O -2.451 -4.127 -1.747  C22 1.226
24 C -2.185 -2.805 -3.668  C22 1.512, H28 1.140, H29 1.077, H30 1.090
25 H -1.163 -5.269 -4.474  C21 1.080
26 H -2.635 -5.964 -3.864  C21 1.099
27 H -1.226 -6.009 -2.763  C21 1.120
28 H -3.198 -2.705 -4.182  C24 1.140
29 H -1.498 -2.635 -4.480  C24 1.077
30 H -2.076 -1.955 -2.993  C24 1.090
31 C 5.749 -0.261 -0.875  O32 1.434, H33 1.142, H34 1.092, H35 1.061
32 O 4.323 -0.365 -0.759  C31 1.434, H36 0.997
33 H 6.315 -1.247 -0.759  C31 1.142
34 H 5.898 0.198 -1.853  C31 1.092
35 H 6.050 0.385 -0.089  C31 1.061
36 H 4.059 -0.546 0.186  O32 0.997
37 C 1.383 4.193 -3.311  O38 1.382, H39 1.126, H40 1.118, H41 1.056
38 O 1.473 3.574 -2.078  C37 1.382, H42 0.967
39 H 2.402 4.541 -3.642  C37 1.126
40 H 1.015 3.505 -4.112  C37 1.118
41 H 0.760 5.043 -3.253  C37 1.056
42 H 2.023 2.785 -2.178  O38 0.967
43 C 1.821 -3.723 3.706  O44 1.433, H45 1.039, H46 1.096, H47 1.108
44 O 1.513 -2.343 3.478  C43 1.433, H48 0.957
45 H 1.724 -3.880 4.729  C43 1.039
46 H 1.194 -4.341 3.054  C43 1.096
47 H 2.888 -3.902 3.467  C43 1.108
48 H 0.588 -2.286 3.238  O44 0.957
49 C 4.608 -1.158 3.181  O50 1.444, H51 1.103, H52 1.100, H53 1.115
50 O 3.860 -1.260 1.949  C49 1.444, H54 0.975
51 H 5.492 -0.523 3.004  C49 1.103
52 H 4.023 -0.740 4.014  C49 1.100
53 H 4.912 -2.152 3.582  C49 1.115
54 H 2.936 -1.561 2.033  O50 0.975
55 C 2.865 0.454 -3.276  O56 1.455, H57 1.116, H58 1.085, H59 1.071
56 O 3.324 1.530 -2.412  C55 1.455, H60 0.965
57 H 2.503 0.992 -4.184  C55 1.116
58 H 3.627 -0.238 -3.620  C55 1.085
59 H 2.069 -0.054 -2.770  C55 1.071
60 H 3.655 1.085 -1.622  O56 0.965
61 C 1.278 -4.283 -1.459  O62 1.381, H63 1.075, H64 1.078, H65 1.127
62 O 0.407 -3.331 -1.950  C61 1.381, H66 0.986
63 H 1.615 -4.053 -0.464  C61 1.075
64 H 0.795 -5.243 -1.363  C61 1.078
65 H 2.155 -4.421 -2.153  C61 1.127
66 H -0.326 -3.224 -1.299  O62 0.986
67 C -0.992 -0.808 4.970  O68 1.431, H69 1.114, H70 1.111, H71 1.081
68 O -1.039 -1.067 3.563  C67 1.431, H72 1.002
69 H 0.088 -0.712 5.226  C67 1.114
70 H -1.523 0.152 5.150  C67 1.111
71 H -1.468 -1.573 5.566  C67 1.081
72 H -1.976 -1.061 3.208  O68 1.002
73 C -4.414 2.141 2.532  O74 1.461, H75 1.084, H76 1.089, H77 1.097
74 O -4.957 1.170 1.584  C73 1.461, H78 0.949
75 H -4.115 3.026 1.983  C73 1.084
76 H -5.267 2.437 3.141  C73 1.089
77 H -3.633 1.687 3.155  C73 1.097
78 H -4.719 1.422 0.700  O74 0.949
79 C -4.989 3.145 -1.824  O80 1.428, H81 1.107, H82 1.106, H83 1.090
80 O -4.365 2.231 -0.923  C79 1.428, H84 0.976
81 H -5.173 2.735 -2.837  C79 1.107
82 H -5.935 3.438 -1.334  C79 1.106
83 H -4.383 4.035 -1.993  C79 1.090
84 H -3.970 1.561 -1.512  O80 0.976
85 C -3.419 -2.098 1.533  O86 1.384, H87 1.087, H88 1.116, H89 1.105
86 O -3.585 -1.147 2.524  C85 1.384, H90 0.981
87 H -3.795 -3.044 1.915  C85 1.087
88 H -3.993 -1.780 0.630  C85 1.116
89 H -2.362 -2.253 1.248  C85 1.105
90 H -4.103 -0.362 2.248  O86 0.981
91 C -4.632 -1.274 -2.466  O92 1.470, H93 1.057, H94 1.090, H95 1.094
92 O -3.736 -0.122 -2.292  C91 1.470, H96 0.983
93 H -4.247 -2.126 -1.973  C91 1.057
94 H -5.593 -0.997 -2.032  C91 1.090
95 H -4.776 -1.528 -3.520  C91 1.094
96 H -2.950 -0.452 -1.801  O92 0.983
97 C -0.607 4.977 -0.121  O98 1.433, H99 1.097, H100 1.133, H101 1.136
98 O 0.535 4.361 0.488  C97 1.433, H102 0.949
99 H -0.988 4.364 -0.948  C97 1.097
100 H -1.419 5.100 0.660  C97 1.133
101 H -0.316 6.036 -0.408  C97 1.136
102 H 1.171 4.185 -0.195  O98 0.949

Values from the calculation:
* charge: 0
* largest force on an atom: 2.620 eV/Å
* total energy: -1968.12569 hartree
* frontier orbital gap: 0.368 Eh

Löwdin atomic charge list, values in e, 5 entries: 0.005, -0.474, 0.046, -0.011, 0.075

---

| no. | molar mass (g mol⁻¹) |
| --- | --- |
| 1 | 806.9 |
| 2 | 558.7 |